Entry 1:
Computed, not measured: a cluster of 2 separate species, C5H12NO2 in total at a distorted geometry, with ωB97M-V/def2-TZVPD.

The geometry in XYZ format:
```
20
Properties=species:S:1:pos:R:3:mulliken_spin:R:1
O -0.451 0.872 1.444 0.21
C 0.709 -1.590 -0.163 -0.02
C 2.066 -1.017 0.265 0.04
H -2.084 -0.309 -0.066 0.00
H -3.402 2.479 -0.550 0.00
H 1.882 -0.061 0.697 0.00
H -0.356 -0.176 1.263 -0.04
H 2.447 -1.625 1.077 0.00
H -0.299 1.848 -0.350 0.00
H -1.310 2.562 0.792 0.02
C -1.047 1.553 0.399 0.00
H 0.431 -1.037 -1.087 0.00
C -3.328 1.362 -0.596 0.00
H -4.192 0.824 -0.951 0.00
H 3.395 0.060 -0.893 0.00
H 3.859 -1.508 -0.696 0.00
C -2.189 0.772 -0.198 0.00
N 3.043 -0.883 -0.855 0.01
H 1.038 -2.655 -0.421 0.08
O -0.211 -1.471 0.888 0.70
```

Results
- LUMO energy (spin up / spin down): 0.0329 / -0.1066 Ha
- Energy: -402.78663 Ha
- Multiplicity: 2
- Relative energy (zero: lowest compared OMol25 entry of this formula, charge and spin): 68.93 kcal per mole
- HOMO-LUMO gap (spin up / spin down): 10.4245 / 6.5570 eV
- Highest occupied orbital energy (spin up / spin down): -9.530 / -9.457 eV

=====

Entry 2:
Computed, not measured: a cluster of 2 separate species, C5H12NO2 in total at a distorted geometry, with ωB97M-V/def2-TZVPD.

The geometry in XYZ format:
```
20
Properties=species:S:1:pos:R:3:mulliken_spin:R:1
C 0.267 2.140 -1.007 0.00
H -0.339 -1.118 -0.993 0.01
H -0.306 -3.372 -1.625 0.00
H -1.503 1.081 -0.821 -0.01
H 0.093 3.182 -0.653 0.09
C -0.579 1.086 1.183 0.01
H -1.596 0.727 1.409 0.02
C 0.467 0.198 1.818 0.00
C -0.506 0.980 -0.361 0.15
H 2.102 -0.633 0.447 0.00
H -0.048 -0.458 2.509 0.00
H -0.816 2.110 1.500 0.01
H -1.811 -3.027 -1.755 0.00
N 0.209 -0.330 -0.576 0.00
H 1.300 0.684 2.320 0.00
C 1.024 -0.648 0.664 0.00
O -0.941 -2.650 -1.778 0.00
H 0.996 -1.708 0.904 0.00
H 0.883 -0.229 -1.343 0.00
O 1.103 1.985 -1.843 0.73
```

Results
- LUMO energy (spin up / spin down): -0.3795 / -0.5251 Ha
- Energy: -402.16060 Ha
- Multiplicity: 2
- Relative energy (zero: lowest compared OMol25 entry of this formula, charge and spin): 20.18 kcal per mole
- HOMO-LUMO gap (spin up / spin down): 9.2314 / 5.2657 eV
- Highest occupied orbital energy (spin up / spin down): -19.559 / -19.556 eV
- Net charge: +2